Record 1
{"formula": "CH4ClN2O", "method": "wB97M-V/def2-TZVPD", "homo_energy_ha": -0.5993, "charge": 1, "species": ["C", "N", "N", "O", "Cl", "H", "H", "H", "H"], "xyz": [[-0.052, 0.602, -0.684], [0.163, -0.652, -0.805], [-0.021, 1.377, 0.407], [0.332, -1.310, 0.383], [-0.670, 1.177, -2.751], [0.554, -0.978, -1.702], [0.113, 0.862, 1.241], [-0.521, 2.251, 0.466], [-0.499, -1.383, 0.868]], "nbo_charge": [0.6743, -0.2849, -0.7489, -0.4952, -0.0201, 0.4676, 0.4383, 0.4656, 0.5033]}



Record 2
{"formula": "CH4ClN2O", "method": "wB97M-V/def2-TZVPD", "homo_energy_ha": -0.5373, "charge": 1, "species": ["C", "N", "N", "O", "Cl", "H", "H", "H", "H"], "xyz": [[1.457, 0.271, 0.475], [2.022, 0.496, 1.484], [0.886, 0.366, -0.620], [-1.455, -0.752, -0.232], [-2.821, -0.611, -1.132], [2.655, 0.009, 2.133], [-3.807, -0.434, -0.094], [1.144, 0.880, -1.439], [-0.082, -0.225, -0.573]], "nbo_charge": [0.7493, -0.5114, -0.7782, -0.8080, 0.6029, 0.4738, 0.3154, 0.4703, 0.4860]}



Record 3
{"formula": "CH4ClNO", "method": "wB97M-V/def2-TZVPD", "smiles": "OCNCl", "homo_energy_ha": -0.3629, "species": ["O", "C", "N", "Cl", "H", "H", "H", "H"], "xyz": [[-1.133, 0.751, 0.315], [-0.432, -0.340, -0.343], [0.911, -0.704, 0.256], [2.070, 0.583, 0.229], [-0.637, 1.580, -0.054], [-1.082, -1.136, -0.288], [-0.440, 0.037, -1.430], [0.744, -0.771, 1.317]], "nbo_charge": [-0.7246, 0.0644, -0.6093, 0.0636, 0.4699, 0.1869, 0.1721, 0.3771]}



Record 4
{"formula": "CH4ClO3PS", "method": "wB97M-V/def2-TZVPD", "homo_energy_ha": -0.3355, "species": ["C", "O", "O", "O", "P", "S", "Cl", "H", "H", "H", "H"], "xyz": [[0.751, -1.940, 0.148], [-0.927, 0.684, 1.424], [-1.323, 2.544, -0.383], [-0.385, -1.806, 0.410], [-1.218, 1.137, -0.135], [-1.566, -0.369, -1.314], [1.265, 1.588, -0.349], [1.460, -1.198, 0.620], [1.047, -2.768, -0.633], [-0.968, -0.310, 1.374], [1.865, 2.437, -1.162]], "nbo_charge": [0.2734, -0.9756, -1.0283, -0.5345, 1.8833, -0.4900, -0.2284, 0.1246, 0.1312, 0.5317, 0.3126]}



Record 5
{"formula": "CH4ClOP", "method": "wB97M-V/def2-TZVPD", "smiles": "C=PCl.O", "homo_energy_ha": -0.3533, "species": ["C", "P", "Cl", "H", "H", "O", "H", "H"], "xyz": [[0.007, 1.107, -0.005], [1.303, 0.221, 0.380], [2.882, 1.281, -0.120], [0.161, 2.166, -0.118], [-0.978, 0.720, -0.160], [-1.306, -1.638, -0.076], [-1.398, -2.541, -0.486], [-0.670, -1.317, 0.584]], "nbo_charge": [-0.9173, 0.6955, -0.2724, 0.2316, 0.2615, -1.0096, 0.5134, 0.4973]}



Record 6
{"formula": "CH4ClP", "method": "wB97M-V/def2-TZVPD", "homo_energy_ha": -0.3504, "species": ["C", "P", "Cl", "H", "H", "H", "H"], "xyz": [[-0.271, 0.062, -0.662], [0.498, 0.090, 0.958], [-1.752, -0.685, -0.926], [-0.179, 0.990, -1.067], [0.890, -0.610, -1.639], [-0.488, 0.240, 1.885], [0.660, -1.261, 0.880]], "nbo_charge": [-0.6649, 0.3335, 0.0283, 0.1974, 0.1553, -0.0273, -0.0225]}



Record 7
{"formula": "CH4ClP", "method": "wB97M-V/def2-TZVPD", "spin_multiplicity": 3, "homo_energy_ha": [-0.2734, -0.3774], "species": ["C", "P", "Cl", "H", "H", "H", "H"], "xyz": [[-0.798, 0.122, 0.009], [0.650, -0.761, -0.570], [2.328, 1.219, -0.409], [-1.615, -0.555, -0.048], [-1.014, 0.786, -0.739], [-0.701, 0.515, 1.014], [1.150, -1.327, 0.744]], "mulliken_spin": [0.0137, 1.2306, 0.6592, 0.0225, 0.0060, 0.0260, 0.0421]}



Record 8
{"formula": "CH4ClPS", "method": "wB97M-V/def2-TZVPD", "homo_energy_ha": -0.3334, "species": ["C", "P", "S", "Cl", "H", "H", "H", "H"], "xyz": [[1.373, 0.910, 0.261], [-1.070, -0.908, -0.618], [-0.409, -0.356, 1.296], [0.667, 1.440, -1.235], [2.080, 0.173, -0.003], [1.288, 1.696, 1.082], [-1.405, -2.155, -0.182], [-2.525, -0.800, -0.601]], "nbo_charge": [-0.3598, 0.1867, -0.2950, 0.0287, 0.2220, 0.2592, -0.0274, -0.0145]}



Record 9
{"formula": "CH4CsO", "method": "wB97M-V/def2-TZVPD", "homo_energy_ha": -0.5838, "charge": 1, "species": ["Cs", "C", "O", "H", "H", "H", "H"], "xyz": [[-1.076, -1.390, 1.496], [0.040, 0.191, -0.546], [0.098, 0.061, 0.805], [-0.132, 1.196, -0.932], [0.953, -0.106, -1.063], [-0.784, -0.452, -0.855], [0.901, 0.499, 1.095]], "lowdin_charge": [1.6346, -0.2222, -0.8053, 0.1124, 0.1125, 0.0433, 0.1248]}



Record 10
{"formula": "CH4F3NP2", "method": "wB97M-V/def2-TZVPD", "smiles": "CN=P(F)(F)PF", "homo_energy_ha": -0.3545, "species": ["C", "N", "P", "F", "F", "P", "F", "H", "H", "H", "H"], "xyz": [[-0.602, 0.525, -2.003], [-0.835, 0.685, -0.601], [-0.170, 0.069, 0.671], [-0.888, 0.854, 1.809], [-0.798, -1.452, 1.143], [1.703, -0.077, 1.972], [2.450, -1.344, 1.256], [-0.790, -0.580, -2.244], [-1.253, 1.285, -2.425], [0.370, 0.817, -2.500], [0.813, -0.783, 2.922]], "nbo_charge": [-0.4268, -0.9781, 1.8520, -0.5608, -0.5901, 0.7018, -0.5707, 0.1950, 0.2111, 0.1883, -0.0217]}



Calculated energy relative to the best compared isomer or geometry (same formula, charge and spin), 57.0; 84.7; 54.9; 66.8; 56.4; 64.0; 0.0; 57.7; 83.8; 42.5 kcal/mol (same order as the records).
Calculated energy, -18641.2596; -18640.0569; -17160.1154; -39890.3754; -24959.4437; -22909.9006; -22909.3878; -33745.9738; -3688.1046; -29322.6949 eV (same order as the records).